Entry 1:
Density functional theory data (ωB97M-V/def2-TZVPD) for a single C3H2O3 molecule.

Last column: Löwdin charge in e.
Atoms and positions in Å:
O: 0.477 -2.190 -0.657  0.10
C: 0.354 -1.374 0.219  -0.15
C: -0.373 -0.048 -0.096  -0.27
O: -1.536 -0.139 -0.414  0.14
C: 0.099 1.415 -0.101  -0.17
O: 0.223 2.069 0.902  0.09
H: 0.646 -1.593 1.264  0.13
H: 0.109 1.859 -1.118  0.14

Calculated values
**Gap between HOMO and LUMO**: 9.33 eV
**Charge**: 0
**SMILES**: O=CC(=O)C=O
**E_tot**: -341.1661 a.u.
**LUMO energy**: -0.677 eV
**Highest occupied orbital energy**: -0.36761 Ha
**Energy relative to the best compared isomer or geometry (same formula, charge and spin)**: 44.3 kcal/mol

***

Entry 2:
Density functional theory data (ωB97M-V/def2-TZVPD) for 2 unconnected molecules or ions with the total composition C3H8OS in a non-equilibrium geometry.

Last column: Löwdin charge in e.
Atoms and positions in Å:
C: -1.826 0.900 -0.602  -0.14
C: -0.828 -0.083 -1.109  -0.15
C: -0.045 -0.818 -0.229  -0.24
O: 0.823 -1.834 -0.593  -0.04
H: -2.872 0.582 -0.842  0.08
H: -1.784 1.035 0.475  0.06
H: -1.745 1.926 -1.018  0.07
H: -0.748 -0.356 -2.176  0.11
H: -0.209 -0.598 0.846  0.11
H: 1.509 -1.672 0.062  0.00
S: 2.907 -0.233 1.745  0.51
H: 2.738 0.764 0.825  -0.17
H: 2.081 0.387 2.615  -0.20

Calculated values
**Gap between HOMO and LUMO**: 9.16 eV
**Charge**: 0
**SMILES**: C/C=C/O.S
**E_tot**: -592.4827 a.u.
**LUMO energy**: 0.614 eV
**Highest occupied orbital energy**: -0.31411 Ha
**Energy relative to the best compared isomer or geometry (same formula, charge and spin)**: 22.2 kcal/mol

***

Entry 3:
Density functional theory data (ωB97M-V/def2-TZVPD) for a single BrClINOS molecule in a non-equilibrium geometry.

Last column: Löwdin charge in e.
Atoms and positions in Å:
Cl: 1.955 0.243 -2.323  0.50
N: 1.306 0.076 -0.667  -1.36
Br: 2.252 1.365 0.555  0.54
S: -0.003 -0.723 -0.271  0.77
O: -1.483 0.520 -0.965  -1.22
I: -3.119 0.528 0.031  0.78

Calculated values
**Gap between HOMO and LUMO**: 6.86 eV
**Charge**: 0
**SMILES**: ClN(Br)SOI
**E_tot**: -3859.9096 a.u.
**LUMO energy**: -2.127 eV
**Highest occupied orbital energy**: -0.33013 Ha
**Energy relative to the best compared isomer or geometry (same formula, charge and spin)**: 24.4 kcal/mol

***

Q: Which value of highest occupied orbital energy does entry 2 give?
A: -0.31411 Ha

***

Q: What is the energy relative to the best compared isomer or geometry (same formula, charge and spin) in the first record?
A: 44.3 kcal/mol